Density functional theory data (ωB97M-V/def2-TZVPD) for an isolated molecule of C6H10.

Atoms and positions in Å:
1 C -1.010 -0.750 1.392
2 C -0.572 0.435 0.533
3 C 0.912 0.818 0.472
4 C 0.979 0.642 -1.038
5 C 0.549 -0.748 -1.492
6 C -0.468 0.275 -1.136
7 H -0.779 -0.597 2.459
8 H -2.090 -0.949 1.327
9 H -0.484 -1.655 1.078
10 H -1.205 1.313 0.820
11 H 1.079 1.855 0.764
12 H 1.566 0.165 1.046
13 H 1.597 1.254 -1.689
14 H 0.629 -1.616 -0.840
15 H 0.776 -0.978 -2.538
16 H -1.480 0.538 -1.159

HOMO level	-0.34234	Ha
energy relative to the best compared isomer or geometry (same formula, charge and spin)	262.1	kJ/mol
2S+1	1
DFT total energy	-6381.1434	eV
SMILES	C[C@H]1C[C@H]2C[C@H]21



Density functional theory data (ωB97M-V/def2-TZVPD) for an isolated molecule of C20H28N4O6S.

Atoms and positions in Å:
1 C 4.622 3.069 -0.724
2 C 4.102 2.201 -1.866
3 O 3.765 0.892 -1.445
4 C 2.622 0.676 -0.737
5 C 1.654 1.641 -0.509
6 C 0.502 1.326 0.201
7 C -0.552 2.363 0.359
8 O -0.789 3.195 -0.501
9 N -1.229 2.316 1.533
10 C -2.519 2.964 1.692
11 C -3.573 1.996 1.274
12 N -4.010 1.019 2.020
13 N -4.818 0.248 1.282
14 C -4.851 0.761 0.080
15 S -5.707 0.098 -1.279
16 C -5.760 -1.620 -0.701
17 C -4.428 -2.333 -0.817
18 O -4.325 -3.530 -0.812
19 O -3.406 -1.487 -0.911
20 C -2.104 -2.057 -0.977
21 N -4.076 1.880 0.007
22 C -3.872 2.722 -1.138
23 C 0.297 0.031 0.640
24 C 1.246 -0.966 0.403
25 O 0.873 -2.184 0.868
26 C 1.587 -3.371 0.555
27 C 0.704 -4.543 0.958
28 C 2.442 -0.640 -0.253
29 O 3.381 -1.623 -0.466
30 C 4.718 -1.372 -0.049
31 C 4.815 -0.951 1.412
32 H 5.483 2.594 -0.259
33 H 4.922 4.039 -1.111
34 H 3.857 3.214 0.034
35 H 3.253 2.678 -2.367
36 H 4.894 2.044 -2.604
37 H 1.753 2.647 -0.881
38 H -1.044 1.550 2.163
39 H -2.527 3.857 1.064
40 H -2.659 3.233 2.739
41 H -6.513 -2.148 -1.284
42 H -6.053 -1.595 0.351
43 H -2.112 -2.932 -1.629
44 H -1.448 -1.284 -1.373
45 H -1.775 -2.353 0.020
46 H -2.838 3.069 -1.164
47 H -4.085 2.143 -2.036
48 H -4.545 3.581 -1.103
49 H -0.607 -0.267 1.148
50 H 2.530 -3.403 1.113
51 H 1.812 -3.406 -0.515
52 H 0.455 -4.475 2.013
53 H -0.218 -4.537 0.383
54 H 1.229 -5.476 0.775
55 H 5.185 -0.620 -0.691
56 H 5.218 -2.332 -0.206
57 H 5.860 -0.864 1.697
58 H 4.327 0.009 1.565
59 H 4.336 -1.688 2.055

HOMO level	-0.30971	Ha
energy relative to the best compared isomer or geometry (same formula, charge and spin)	236.9	kJ/mol
2S+1	1
DFT total energy	-50274.5399	eV
SMILES	CCOc1cc(C(=O)NCc2nnc(SCC(=O)OC)n2C)cc(OCC)c1OCC



Density functional theory data (ωB97M-V/def2-TZVPD) for a 4-piece molecular cluster, H8O4 overall.

Atoms and positions in Å:
1 O -18.653 23.752 -3.555
2 H -18.236 24.215 -2.820
3 H -19.582 23.679 -3.314
4 O -14.414 26.084 -4.443
5 H -14.960 25.382 -4.827
6 H -13.905 26.433 -5.178
7 O -17.755 20.943 -3.456
8 H -18.269 21.738 -3.654
9 H -17.727 20.898 -2.497
10 O -16.383 24.201 -5.374
11 H -17.247 24.233 -4.947
12 H -16.424 23.455 -5.978

HOMO level	-0.39287	Ha
energy relative to the best compared isomer or geometry (same formula, charge and spin)	67.9	kJ/mol
2S+1	1
DFT total energy	-8319.9719	eV
SMILES	O.O.O.O



Density functional theory data (ωB97M-V/def2-TZVPD) for an isolated molecule of C3H2F2O.

Atoms and positions in Å:
1 O 1.677 -0.490 -1.580
2 C 0.718 0.036 -1.063
3 C 0.195 -0.355 0.256
4 F 0.833 -1.329 0.901
5 C -0.860 0.259 0.778
6 F -1.351 -0.064 1.973
7 H 0.170 0.872 -1.535
8 H -1.382 1.070 0.269

HOMO level	-0.38934	Ha
energy relative to the best compared isomer or geometry (same formula, charge and spin)	62.2	kJ/mol
2S+1	1
DFT total energy	-10624.3312	eV
SMILES	O=C/C(F)=C/F



Density functional theory data (ωB97M-V/def2-TZVPD) for C25H31As2CrN6O6S2 as an isolated structure.

Atoms and positions in Å:
1 Cr -0.332 -0.448 -0.258
2 O -0.623 -2.087 3.619
3 S -0.973 -1.856 2.246
4 O -2.418 -1.885 1.967
5 O -0.419 -0.528 1.719
6 O -2.285 -0.650 -0.564
7 N 8.212 0.682 -1.425
8 C 6.878 0.361 -1.253
9 C 6.105 -0.069 -2.335
10 C 4.793 -0.463 -2.148
11 C 4.236 -0.425 -0.877
12 C 4.988 0.014 0.205
13 C 6.297 0.407 0.019
14 S 2.577 -0.937 -0.621
15 O 2.512 -1.522 0.685
16 O 2.220 -1.703 -1.794
17 N 1.685 0.434 -0.565
18 C 1.178 0.872 -1.785
19 N 1.701 1.870 -2.485
20 C 1.023 2.234 -3.573
21 C -0.169 1.643 -3.972
22 C -0.664 0.637 -3.171
23 N 0.013 0.260 -2.097
24 H 8.522 0.893 -2.358
25 H 8.658 1.218 -0.701
26 H 6.547 -0.109 -3.324
27 H 4.198 -0.816 -2.979
28 H 4.542 0.031 1.192
29 H 6.888 0.737 0.866
30 H 1.460 3.046 -4.144
31 H -0.693 1.965 -4.860
32 H -1.595 0.115 -3.356
33 C -4.891 -1.421 0.703
34 As -3.478 -0.149 0.518
35 C -4.385 1.204 -0.533
36 C -3.073 0.874 2.098
37 C -3.832 0.617 3.233
38 C -3.602 1.337 4.393
39 C -2.618 2.314 4.410
40 C -1.857 2.560 3.277
41 C -2.064 1.838 2.108
42 As -0.847 2.039 0.588
43 C -1.444 3.790 -0.027
44 C 0.772 2.634 1.482
45 H -5.799 -0.914 1.023
46 H -4.599 -2.209 1.388
47 H -5.021 -1.825 -0.299
48 H -5.245 1.598 0.008
49 H -4.707 0.745 -1.467
50 H -3.696 2.015 -0.758
51 H -4.579 -0.167 3.218
52 H -4.172 1.119 5.287
53 H -2.422 2.870 5.318
54 H -1.077 3.309 3.319
55 H -1.501 4.430 0.850
56 H -2.416 3.739 -0.510
57 H -0.712 4.186 -0.729
58 H 0.617 3.573 2.009
59 H 1.540 2.758 0.721
60 H 1.092 1.851 2.167
61 N -0.829 -2.562 -2.474
62 C -0.931 -3.142 -1.205
63 C -1.592 -4.308 -1.006
64 C -1.536 -4.912 0.301
65 C -0.814 -4.376 1.288
66 C -0.163 -3.041 1.104
67 N -0.284 -2.440 -0.225
68 H -1.026 -3.224 -3.208
69 H 0.085 -2.136 -2.596
70 H -2.058 -4.811 -1.842
71 H -2.039 -5.858 0.464
72 H -0.730 -4.827 2.269
73 H 0.872 -2.999 1.459

HOMO level (alpha / beta)	-0.21817 / -0.22016	Ha
energy relative to the best compared isomer or geometry (same formula, charge and spin)	220.7	kJ/mol
2S+1	4
⟨S²⟩	3.78
DFT total energy	-219423.5364	eV



Density functional theory data (ωB97M-V/def2-TZVPD) for an isolated molecule of C5H10N2O2.

Atoms and positions in Å:
1 C 1.803 0.389 0.963
2 C 1.308 -0.379 -0.227
3 O 2.374 -0.915 -0.891
4 C 0.079 -1.096 -0.295
5 O -0.041 -2.389 -0.796
6 C -0.939 -0.144 -0.361
7 C -2.390 -0.336 -0.048
8 N -0.320 1.032 -0.641
9 N -0.905 2.143 -0.057
10 H 2.310 1.299 0.631
11 H 0.994 0.626 1.652
12 H 2.541 -0.195 1.523
13 H 2.229 -1.025 -1.841
14 H 0.593 -2.947 -0.325
15 H -2.638 0.019 0.957
16 H -2.639 -1.398 -0.092
17 H -3.007 0.216 -0.760
18 H -0.930 2.117 0.962
19 H -0.421 2.981 -0.354

HOMO level	-0.28382	Ha
energy relative to the best compared isomer or geometry (same formula, charge and spin)	400.7	kJ/mol
2S+1	1
DFT total energy	-12419.3196	eV
SMILES	C/C(O)=C(O)\C(C)=N\N



Density functional theory data (ωB97M-V/def2-TZVPD) for C3H11N3O as an isolated structure.

Atoms and positions in Å:
1 C -0.208 -0.838 0.068
2 C -0.137 0.298 -0.796
3 C 2.286 0.352 0.882
4 N -2.033 0.356 -0.858
5 N 1.609 -0.434 -0.124
6 N -2.639 1.030 0.238
7 O -0.486 -2.080 -0.386
8 H -0.254 -2.137 -1.324
9 H -2.501 -0.545 -0.958
10 H 2.169 -1.190 -0.508
11 H -0.430 -0.715 1.120
12 H -2.404 2.016 0.202
13 H -2.351 0.670 1.152
14 H 0.046 0.159 -1.854
15 H -0.045 1.282 -0.356
16 H 3.149 0.903 0.483
17 H 1.602 1.114 1.278
18 H 2.627 -0.240 1.740

HOMO level	-0.26166	Ha
energy relative to the best compared isomer or geometry (same formula, charge and spin)	593.7	kJ/mol
2S+1	1
DFT total energy	-9801.8476	eV



Density functional theory data (ωB97M-V/def2-TZVPD) for C30H66FN3O6Zr as an isolated structure.

Atoms and positions in Å:
1 Zr 6.436 -2.507 12.043
2 C 8.006 -1.593 15.948
3 C 8.292 -3.090 16.103
4 C 7.915 -3.499 17.542
5 C 7.893 -5.003 17.705
6 C 6.830 -5.546 16.765
7 C 7.156 -5.248 15.276
8 N 7.449 -3.826 15.170
9 O 7.446 -3.305 13.889
10 C 5.901 -5.671 14.525
11 C 8.389 -6.063 14.773
12 C 9.806 -3.301 15.853
13 H 6.936 -1.383 16.037
14 H 8.458 -1.192 15.042
15 H 8.428 -0.992 16.763
16 H 6.962 -3.023 17.788
17 H 8.669 -3.062 18.204
18 H 7.601 -5.193 18.742
19 H 8.881 -5.409 17.496
20 H 5.850 -5.156 17.046
21 H 6.793 -6.634 16.876
22 H 5.586 -6.664 14.847
23 H 6.113 -5.661 13.459
24 H 5.045 -5.017 14.704
25 H 8.066 -6.905 14.150
26 H 9.001 -6.445 15.588
27 H 8.967 -5.480 14.056
28 H 10.358 -2.776 16.642
29 H 10.205 -2.876 14.934
30 H 10.006 -4.366 15.944
31 C 2.253 -2.506 10.143
32 C 2.190 -3.523 11.300
33 C 0.992 -4.481 11.072
34 C 1.271 -5.572 10.049
35 C 2.474 -6.403 10.529
36 C 3.715 -5.505 10.746
37 N 3.400 -4.292 11.500
38 O 4.503 -3.521 11.774
39 C 4.348 -5.148 9.373
40 C 4.715 -6.342 11.519
41 C 1.837 -2.722 12.562
42 H 1.430 -1.789 10.161
43 H 2.261 -3.001 9.170
44 H 3.167 -1.903 10.166
45 H 0.142 -3.930 10.655
46 H 0.641 -4.818 12.049
47 H 1.612 -5.154 9.099
48 H 0.420 -6.225 9.857
49 H 2.768 -7.134 9.775
50 H 2.220 -6.985 11.418
51 H 5.429 -5.048 9.472
52 H 3.923 -4.253 8.923
53 H 4.202 -5.957 8.649
54 H 4.397 -6.486 12.553
55 H 5.736 -5.962 11.563
56 H 4.813 -7.347 11.096
57 H 0.930 -2.123 12.479
58 H 2.716 -2.123 12.806
59 H 1.647 -3.400 13.398
60 C 10.806 -1.022 10.352
61 C 10.496 -1.428 11.819
62 C 11.745 -1.087 12.676
63 C 11.871 0.391 13.037
64 C 10.529 0.976 13.501
65 C 9.321 0.656 12.619
66 N 9.304 -0.776 12.353
67 O 8.160 -1.145 11.673
68 C 9.441 1.553 11.348
69 C 8.152 1.173 13.468
70 C 10.329 -2.952 11.907
71 H 11.242 -1.834 9.760
72 H 11.582 -0.258 10.280
73 H 9.909 -0.716 9.814
74 H 12.632 -1.527 12.222
75 H 11.603 -1.629 13.620
76 H 12.223 0.836 12.102
77 H 12.568 0.580 13.853
78 H 10.688 2.053 13.575
79 H 10.317 0.601 14.506
80 H 10.487 1.625 11.043
81 H 9.175 2.590 11.572
82 H 8.899 1.225 10.462
83 H 7.228 1.211 12.878
84 H 8.330 2.175 13.854
85 H 7.934 0.536 14.328
86 H 9.804 -3.322 11.023
87 H 9.794 -3.171 12.831
88 H 11.265 -3.514 11.872
89 F 7.312 -4.184 11.109
90 C 7.181 -2.344 8.685
91 O 6.101 -2.180 9.637
92 H 7.028 -3.155 7.975
93 H 7.294 -1.398 8.150
94 H 8.109 -2.508 9.226
95 H 5.432 -1.761 9.088
96 C 5.406 0.626 10.739
97 O 5.204 -0.563 11.550
98 H 4.567 0.684 10.039
99 H 5.246 1.491 11.385
100 H 6.358 0.665 10.225
101 H 4.300 -0.426 11.856
102 C 4.522 -2.301 14.765
103 O 5.371 -1.572 13.882
104 H 3.824 -1.592 15.230
105 H 3.859 -3.023 14.295
106 H 4.999 -2.785 15.619
107 H 5.423 -0.693 14.265

HOMO level	-0.22632	Ha
energy relative to the best compared isomer or geometry (same formula, charge and spin)	49.4	kJ/mol
2S+1	1
DFT total energy	-52932.7589	eV



Density functional theory data (ωB97M-V/def2-TZVPD) for a 3-piece molecular cluster, C2H11N2O2 overall.

Atoms and positions in Å:
1 C -2.433 -0.375 0.628
2 N -0.987 -0.631 0.513
3 C -0.397 -1.635 1.072
4 N 0.909 -1.821 1.052
5 H -2.957 -1.316 0.500
6 H -2.721 0.234 -0.229
7 H -2.608 0.218 1.519
8 H -0.412 0.124 0.125
9 H -1.061 -2.281 1.637
10 H 1.458 -1.212 0.461
11 H 1.295 -2.747 1.140
12 H 3.089 2.452 -2.123
13 H 3.373 1.747 -0.840
14 O 2.773 1.719 -1.587
15 H -0.437 2.306 -1.443
16 H 1.036 1.650 -1.308
17 O 0.080 1.569 -1.119

HOMO level	-0.54834	Ha
energy relative to the best compared isomer or geometry (same formula, charge and spin)	33.1	kJ/mol
2S+1	1
net charge	+1
DFT total energy	-9321.9629	eV



Density functional theory data (ωB97M-V/def2-TZVPD) for C2H2LiO2Yb as an isolated structure.

Atoms and positions in Å:
1 H 1.840 -0.941 -1.117
2 O -1.228 0.877 0.031
3 C -0.822 -0.241 0.516
4 C 0.386 -0.841 0.385
5 O 1.297 -0.248 -0.475
6 Li -3.050 1.146 -0.381
7 Yb 0.881 1.989 0.127
8 H 0.697 -1.740 0.914

HOMO level (alpha / beta)	-0.87004 / -0.87102	Ha
2S+1	3
⟨S²⟩	2.01
net charge	+3
DFT total energy	-37901.5016	eV



Density functional theory data (ωB97M-V/def2-TZVPD) for CHF3LiNO4S2 as an isolated structure.

Atoms and positions in Å:
1 N 0.052 -0.654 -1.298
2 S 1.601 0.095 -1.464
3 O 1.471 1.899 -1.467
4 S -0.788 -0.603 0.016
5 O -0.248 0.454 0.933
6 O -2.254 -0.553 0.231
7 C -0.627 -2.403 0.589
8 F -1.148 -3.233 -0.314
9 F 0.649 -2.741 0.771
10 F -1.248 -2.658 1.741
11 Li 0.871 2.054 0.325
12 O 1.151 3.875 0.174
13 H 0.518 4.467 -0.236

HOMO level	0.02161	Ha
2S+1	1
net charge	-2
DFT total energy	-40759.8488	eV



Density functional theory data (ωB97M-V/def2-TZVPD) for an isolated molecule of C2H2N2O3.

Atoms and positions in Å:
1 O -2.327 -0.583 -0.007
2 C -1.172 -0.278 0.023
3 N 0.011 -1.030 -0.006
4 C 0.988 -0.154 0.026
5 O 2.279 -0.370 0.009
6 O 0.671 1.119 -0.034
7 N -0.749 1.136 -0.082
8 H 2.374 -1.320 0.031
9 H -1.087 1.838 0.554

HOMO level	-0.38073	Ha
energy relative to the best compared isomer or geometry (same formula, charge and spin)	90.5	kJ/mol
2S+1	1
DFT total energy	-11227.8676	eV
SMILES	O=c1nc(O)o[nH]1